Record 1
Formula: C6H16N
Source: the OMol25 dataset
Level of theory: wB97M-V/def2-TZVPD

Each line ends with the Mulliken charge.
Geometry (Å):
C (-1.19, 2.44, -1.46)  -1.393
C (-0.51, 1.13, -1.14)  -0.034
C (-0.99, 0.04, -2.14)  -0.894
H (-0.96, 2.83, -2.44)  0.365
H (-0.81, 3.22, -0.76)  0.346
H (-2.25, 2.35, -1.34)  0.368
H (-0.77, 0.73, -0.11)  0.144
H (0.60, 1.16, -1.11)  0.398
H (-0.44, -0.89, -1.94)  0.284
H (-2.06, -0.18, -2.07)  0.312
H (-0.66, 0.24, -3.18)  0.325
C (-0.06, -1.91, 2.23)  -1.248
C (0.97, -1.01, 1.63)  0.769
C (1.58, 0.02, 2.25)  -0.863
N (1.21, -1.19, 0.17)  -0.118
H (-0.11, -1.76, 3.34)  0.376
H (-1.07, -1.79, 1.84)  0.332
H (0.25, -2.93, 1.95)  0.366
H (2.26, 0.82, 1.75)  0.226
H (1.31, 0.31, 3.24)  0.308
H (0.78, -2.09, -0.17)  0.473
H (2.19, -1.01, -0.12)  0.424
H (0.72, -0.52, -0.44)  -0.266

Values from the calculation:
Frontier orbital gap, eV: 11.21
Multiplicity: 1
Net charge: +1

***

Record 2
Formula: C31H41Cl2F3O4
Source: the OMol25 dataset
Level of theory: wB97M-V/def2-TZVPD

Each line ends with the Mulliken charge.
Geometry (Å):
F (-2.61, -4.76, 0.87)  -0.250
C (-1.55, -4.57, 1.68)  -0.083
C (-0.46, -3.83, 1.22)  0.214
C (0.64, -3.64, 2.05)  -0.445
C (0.65, -4.22, 3.29)  -0.251
C (-0.48, -4.94, 3.76)  -0.531
C (-1.53, -5.15, 2.94)  -0.512
H (-0.51, -3.35, 0.26)  0.486
H (1.48, -3.08, 1.67)  0.370
H (1.47, -3.97, 3.96)  0.248
H (-0.61, -5.24, 4.79)  0.365
H (-2.35, -5.77, 3.27)  0.407
F (7.21, 4.92, 1.78)  -0.305
C (5.90, 4.45, 1.71)  0.468
C (4.83, 5.18, 2.23)  -0.411
C (3.55, 4.67, 2.22)  -0.544
C (3.30, 3.46, 1.54)  -0.254
C (4.36, 2.76, 1.02)  -0.245
C (5.66, 3.25, 1.05)  -0.644
H (5.11, 6.02, 2.84)  0.367
H (2.77, 5.06, 2.86)  0.388
H (2.31, 3.04, 1.51)  0.473
H (4.21, 1.81, 0.53)  0.318
H (6.50, 2.71, 0.66)  0.393
F (-3.84, 0.81, -0.74)  -0.275
C (-4.32, -0.43, -0.45)  0.440
C (-5.44, -0.54, 0.35)  -0.567
C (-6.07, -1.79, 0.46)  -0.351
C (-5.57, -2.85, -0.28)  -0.642
C (-4.42, -2.71, -1.05)  -0.222
C (-3.78, -1.50, -1.13)  -0.371
H (-5.88, 0.33, 0.82)  0.400
H (-6.93, -1.89, 1.09)  0.393
H (-6.14, -3.76, -0.27)  0.382
H (-4.07, -3.50, -1.70)  0.375
H (-2.93, -1.26, -1.75)  0.425
C (1.02, 4.34, -5.91)  -1.141
C (0.66, 3.72, -4.54)  0.874
C (-0.78, 3.50, -4.16)  -0.832
O (1.57, 3.60, -3.75)  -0.526
H (2.02, 4.77, -5.87)  0.309
H (0.36, 5.18, -6.14)  0.342
H (0.97, 3.50, -6.60)  0.301
H (-1.14, 2.70, -4.80)  0.417
H (-1.42, 4.38, -4.24)  0.363
H (-0.91, 3.17, -3.13)  -0.089
C (-0.33, -4.44, -2.78)  -0.510
C (-0.86, -5.81, -3.07)  0.574
C (-1.72, -6.48, -2.03)  -0.866
O (-0.61, -6.33, -4.13)  -0.572
H (-1.15, -3.72, -2.83)  0.126
H (0.41, -4.37, -3.58)  0.315
H (0.15, -4.38, -1.80)  0.223
H (-1.31, -6.26, -1.04)  0.171
H (-1.72, -7.57, -2.09)  0.352
H (-2.75, -6.11, -2.06)  0.213
C (-2.70, 5.22, -0.32)  -1.259
C (-1.42, 4.41, -0.32)  0.833
C (-0.12, 5.19, -0.59)  -0.644
O (-1.33, 3.21, -0.10)  -0.505
H (-2.65, 6.06, 0.38)  0.375
H (-3.52, 4.64, 0.11)  0.351
H (-2.91, 5.55, -1.33)  0.291
H (0.24, 5.01, -1.61)  0.091
H (0.76, 4.96, 0.02)  0.111
H (-0.36, 6.25, -0.58)  0.340
C (3.48, -1.88, 4.89)  -1.348
C (2.38, -1.14, 4.15)  0.801
C (2.82, -0.41, 2.93)  -0.848
O (1.20, -1.20, 4.47)  -0.567
H (4.22, -2.25, 4.18)  0.320
H (3.18, -2.71, 5.53)  0.406
H (3.97, -1.29, 5.66)  0.386
H (2.94, -1.14, 2.13)  0.202
H (3.74, 0.11, 3.23)  0.473
H (2.05, 0.26, 2.56)  0.210
Cl (-0.19, -1.14, -1.74)  -0.084
C (0.14, 0.51, -1.21)  -0.053
Cl (1.65, 0.66, -0.34)  -0.105
H (0.18, 1.18, -2.07)  0.061
H (-0.68, 0.83, -0.57)  0.106

Values from the calculation:
Frontier orbital gap, eV: 9.48
SMILES string: Fc1ccccc1.Fc1ccccc1.Fc1ccccc1.CC(C)=O.CC(C)=O.CC(C)=O.CC(C)=O.ClCCl
Multiplicity: 1

***

Record 3
Formula: C18H19N3O5S
Source: the OMol25 dataset
Level of theory: wB97M-V/def2-TZVPD

Each line ends with the Mulliken charge.
Geometry (Å):
C (-6.66, -0.90, -2.25)  -1.131
C (-5.95, 0.34, -1.72)  -0.351
O (-4.86, -0.01, -0.87)  -0.260
C (-5.15, -0.29, 0.39)  0.220
O (-6.26, -0.37, 0.85)  -0.604
C (-3.88, -0.66, 1.17)  0.466
C (-3.49, -2.06, 0.69)  -1.523
N (-2.85, 0.35, 0.96)  0.196
C (-3.28, 1.65, 0.83)  0.590
O (-4.41, 2.03, 0.90)  -0.548
S (-1.89, 2.70, 0.55)  -0.294
C (-0.75, 1.35, 0.67)  0.264
C (0.56, 1.62, 0.47)  -0.622
C (1.77, 0.84, 0.43)  0.702
C (1.84, -0.54, 0.68)  -0.774
C (3.03, -1.24, 0.61)  -0.903
C (4.18, -0.55, 0.28)  0.431
C (4.13, 0.84, 0.03)  -0.087
C (2.95, 1.54, 0.10)  -0.550
N (5.41, 1.24, -0.26)  0.015
C (5.85, 2.57, -0.58)  -1.112
C (6.26, 0.16, -0.21)  0.568
O (7.45, 0.15, -0.41)  -0.672
N (5.48, -0.94, 0.13)  0.012
C (6.01, -2.26, 0.29)  -1.079
C (-1.48, 0.12, 0.99)  0.335
O (-1.00, -0.95, 1.29)  -0.656
H (-7.44, -0.60, -2.95)  0.396
H (-7.11, -1.45, -1.43)  0.304
H (-5.96, -1.54, -2.77)  0.287
H (-5.50, 0.92, -2.54)  0.320
H (-6.65, 0.97, -1.16)  0.349
H (-4.14, -0.69, 2.24)  0.299
H (-4.35, -2.71, 0.78)  0.437
H (-2.67, -2.46, 1.29)  0.379
H (-3.18, -2.02, -0.35)  0.361
H (0.74, 2.67, 0.25)  0.368
H (0.94, -1.07, 0.94)  0.838
H (3.05, -2.30, 0.81)  0.447
H (2.92, 2.60, -0.09)  0.477
H (5.35, 2.94, -1.48)  0.339
H (5.65, 3.26, 0.24)  0.339
H (6.92, 2.53, -0.76)  0.381
H (7.08, -2.21, 0.09)  0.365
H (5.84, -2.63, 1.30)  0.340
H (5.54, -2.95, -0.42)  0.341

Values from the calculation:
Frontier orbital gap, eV: 7.36
SMILES string: CCOC(=O)[C@@H](C)N1C(=O)S/C(=C/c2ccc3c(c2)n(C)c(=O)n3C)C1=O
Multiplicity: 1

***

Record 4
Formula: C32H56N8
Source: the OMol25 dataset
Level of theory: wB97M-V/def2-TZVPD

Each line ends with the Mulliken charge.
Geometry (Å):
C (13.33, 6.58, 13.53)  -1.425
C (12.49, 7.70, 12.92)  -0.006
C (11.79, 8.52, 14.06)  0.426
C (11.07, 7.65, 15.00)  0.013
N (10.43, 6.87, 15.53)  -0.508
H (13.87, 6.02, 12.81)  0.430
H (12.70, 5.88, 14.14)  0.347
H (14.07, 6.94, 14.24)  0.310
H (11.68, 7.19, 12.33)  0.221
H (13.08, 8.33, 12.24)  0.180
H (11.01, 9.18, 13.65)  0.097
H (12.49, 9.10, 14.69)  -0.089
C (15.52, 14.72, 18.22)  -0.499
C (16.29, 14.49, 19.57)  -0.633
C (17.79, 14.06, 19.28)  -0.550
C (18.54, 15.12, 18.68)  0.361
N (19.10, 16.00, 18.19)  -0.541
H (14.46, 14.68, 18.37)  0.383
H (15.82, 13.90, 17.57)  -0.027
H (15.70, 15.71, 17.78)  0.096
H (15.79, 13.74, 20.20)  0.338
H (16.32, 15.45, 20.09)  0.379
H (17.80, 13.16, 18.67)  0.305
H (18.26, 13.92, 20.26)  0.323
C (12.40, 19.13, 12.52)  -1.021
C (13.39, 18.18, 11.85)  -0.704
C (13.08, 16.68, 12.23)  -0.115
C (11.79, 16.34, 11.80)  0.484
N (10.75, 16.26, 11.37)  -0.646
H (12.86, 20.11, 12.76)  0.330
H (12.07, 18.79, 13.50)  0.197
H (11.45, 19.13, 11.96)  0.349
H (14.44, 18.38, 12.14)  0.326
H (13.31, 18.25, 10.76)  0.365
H (13.14, 16.62, 13.31)  0.076
H (13.89, 16.12, 11.89)  0.391
C (8.35, 14.27, 15.43)  -0.842
C (7.96, 15.45, 14.53)  -0.378
C (8.28, 16.79, 15.16)  -0.640
C (9.65, 17.12, 15.48)  0.311
N (10.77, 17.36, 15.63)  -0.487
H (9.44, 14.05, 15.51)  0.050
H (8.08, 13.26, 15.16)  0.425
H (7.94, 14.50, 16.49)  0.245
H (6.89, 15.54, 14.30)  0.320
H (8.34, 15.36, 13.52)  0.298
H (7.68, 16.74, 16.11)  0.295
H (7.77, 17.58, 14.66)  0.402
C (9.48, 11.69, 19.58)  -1.239
C (10.96, 12.03, 19.41)  -0.513
C (11.40, 12.16, 17.98)  0.325
C (10.61, 11.37, 16.95)  0.099
N (10.11, 10.78, 16.11)  -0.533
H (8.72, 12.31, 19.13)  0.303
H (9.36, 11.62, 20.68)  0.397
H (9.20, 10.67, 19.30)  0.356
H (11.59, 11.31, 19.95)  0.312
H (11.15, 13.01, 19.90)  0.294
H (12.43, 11.93, 17.80)  -0.001
H (11.25, 13.23, 17.72)  0.267
C (16.18, 17.84, 15.37)  -0.976
C (17.47, 17.62, 14.73)  -0.516
C (18.33, 16.36, 15.00)  0.038
C (17.56, 15.19, 14.58)  0.413
N (16.96, 14.18, 14.38)  -0.509
H (16.27, 17.98, 16.47)  0.323
H (15.41, 17.12, 15.23)  0.143
H (15.72, 18.81, 15.06)  0.352
H (18.21, 18.42, 15.01)  0.285
H (17.48, 17.75, 13.61)  0.316
H (18.57, 16.38, 16.02)  -0.140
H (19.23, 16.51, 14.37)  0.313
C (11.98, 9.31, 9.55)  -1.132
C (11.00, 10.49, 9.22)  -0.586
C (10.70, 11.45, 10.40)  -0.297
C (11.96, 12.08, 10.87)  0.378
N (13.06, 12.39, 11.09)  -0.545
H (12.35, 8.77, 8.77)  0.503
H (11.51, 8.63, 10.19)  0.246
H (12.87, 9.67, 10.08)  0.273
H (10.11, 10.09, 8.73)  0.388
H (11.41, 11.11, 8.39)  0.306
H (10.31, 10.85, 11.23)  0.092
H (9.86, 12.17, 10.19)  0.362
C (12.22, 13.35, 14.44)  0.290
C (13.67, 13.29, 13.93)  -0.095
C (14.37, 11.98, 14.25)  -0.207
C (14.56, 11.93, 15.65)  0.291
N (14.79, 11.93, 16.75)  -0.674
H (12.14, 12.97, 15.45)  -0.556
H (11.55, 12.65, 13.81)  0.065
H (11.83, 14.36, 14.42)  0.120
H (14.29, 14.00, 14.52)  -0.154
H (13.80, 13.51, 12.87)  0.302
H (15.34, 12.00, 13.75)  0.469
H (13.82, 11.13, 13.97)  0.091

Values from the calculation:
Frontier orbital gap, eV: 11.74
SMILES string: CCCC#N.CCCC#N.CCCC#N.CCCC#N.CCCC#N.CCCC#N.CCCC#N.CCCC#N
Multiplicity: 1

***

Record 5
Formula: C3H3N3O
Source: the OMol25 dataset
Level of theory: wB97M-V/def2-TZVPD

Each line ends with the Mulliken charge.
Geometry (Å):
H (2.85, 0.45, 0.38)  0.302
N (2.08, -0.22, 0.45)  -0.527
C (0.99, 0.25, 0.06)  0.109
N (0.61, 1.49, -0.66)  -0.247
N (-0.45, 0.99, -1.11)  -0.168
C (-0.35, -0.35, -0.39)  0.320
C (-1.53, -0.47, 0.58)  -0.059
O (-1.56, 0.03, 1.67)  -0.430
H (-0.25, -1.16, -1.13)  0.381
H (-2.40, -1.02, 0.15)  0.320

Values from the calculation:
Frontier orbital gap, eV: 9.62
SMILES string: [H]/N=C1\N=N[C@@H]1C=O
Multiplicity: 1